*P*
Here is a structure of composition C14H56O14 from the OMol25 dataset. Energies are from ωB97M-V/def2-TZVPD.

```
! wB97M-V def2-TZVPD RIJCOSX def2/J DEFGRID3
* xyz 0 1
C 22.72383 7.55661 8.71203
O 21.90095 8.31359 7.86624
H 22.71048 6.50217 8.43623
H 23.76488 7.85203 8.58152
H 22.41219 7.63845 9.75333
H 21.03599 7.94397 8.05809
C 18.74969 8.29478 3.76803
O 19.27566 7.93819 5.04442
H 19.11079 7.71986 2.91527
H 17.67394 8.12874 3.71070
H 18.90758 9.35284 3.55901
H 20.20327 8.18065 5.09285
C 19.67186 7.76401 7.26820
O 20.34875 7.14564 8.28509
H 19.92699 7.20984 6.36492
H 18.59762 7.86831 7.42058
H 19.98488 8.77949 7.02543
H 19.92014 6.31909 8.51899
C 18.03871 5.57580 6.21187
O 19.38002 5.31701 6.66880
H 17.25729 4.85549 6.45403
H 17.62186 6.54729 6.47746
H 18.15233 5.73322 5.13929
H 19.31204 5.11223 7.60423
C 21.89524 8.92954 5.41981
O 21.04859 8.32616 4.46994
H 22.77376 8.29464 5.53476
H 22.24805 9.94729 5.25304
H 21.42643 8.93325 6.40382
H 21.53119 8.17672 3.65363
C 22.49371 6.39579 5.70496
O 22.63899 4.97962 5.55384
H 22.15017 6.84078 4.77110
H 21.85800 6.81319 6.48582
H 23.47739 6.84100 5.85411
H 21.78354 4.54735 5.49955
C 20.76786 6.83042 10.86919
O 22.00800 7.02158 11.48606
H 19.86094 7.03398 11.43851
H 20.70310 7.41326 9.95038
H 20.81822 5.79056 10.54630
H 21.96593 6.61442 12.35441
C 21.77365 4.77703 8.18369
O 21.19242 5.03356 9.43535
H 21.70675 3.73322 7.87697
H 21.39380 5.43317 7.40056
H 22.83135 5.04029 8.17618
H 21.84836 4.78183 10.08955
C 19.87248 10.75067 6.15142
O 18.78867 10.98397 7.02593
H 20.77576 11.21335 6.54906
H 20.00386 9.67140 6.07391
H 19.74422 11.16291 5.15056
H 18.11284 10.43213 6.62551
C 16.94858 9.25560 5.33193
O 18.21790 9.26780 5.95887
H 16.52214 8.26313 5.47771
H 16.22336 10.02091 5.60844
H 17.06324 9.48403 4.27233
H 18.74565 8.58477 5.53870
C 19.62616 9.37961 9.43197
O 19.12137 10.06331 10.56654
H 19.13553 8.41962 9.27130
H 19.39782 9.91896 8.51270
H 20.70436 9.22763 9.38194
H 19.59003 9.78131 11.35548
C 18.70424 4.39162 9.17442
O 19.39083 5.46097 8.65649
H 18.35780 4.63075 10.17985
H 17.83441 4.24989 8.53300
H 19.36083 3.52167 9.18791
H 20.29990 5.23268 8.86402
C 18.29960 7.42415 10.42711
O 17.58148 6.44475 11.09562
H 17.65999 7.97689 9.73901
H 18.74110 8.08742 11.17092
H 19.09974 6.89475 9.90980
H 18.16873 5.99500 11.70755
C 16.40066 8.48358 8.02442
O 15.22449 8.49381 8.83522
H 17.25888 8.26498 8.65987
H 16.28206 7.77822 7.20192
H 16.60494 9.39509 7.46272
H 15.19699 7.68422 9.35040
*
```

Values from the calculation:
* HOMO-LUMO gap: 8.08 eV
* HOMO level: -8.288 eV

Partial charges, Mulliken, in e: C -1.311; O -0.339; H -0.097; H 0.442; H 0.484; H 0.394; C -1.674; O -0.525; H 0.344; H 0.462; H 0.482; H 0.864; C -1.676; O 1.170; H 1.607; H -1.385; H -2.063; H 0.425; C -1.716; O -0.633; H 0.405; H 0.645; H 0.334; H 1.315; C -1.286; O -0.418; H 0.420; H 0.400; H 0.852; H 0.470; C -0.910; O -0.649; H 0.190; H 0.743; H 0.697; H 0.395; C -0.392; O -0.552; H 0.581; H -0.195; H 0.264; H 0.405; C -0.640; O -0.480; H 0.360; H -0.416; H 0.668; H 0.778; C -1.426; O -0.789; H 0.480; H 2.059; H 0.393; H 0.647; C -1.977; O -0.376; H 0.534; H 0.287; H 0.656; H 1.053; C -0.048; O -0.744; H -0.815; H 0.359; H 0.325; H 0.467; C -0.697; O -0.841; H 0.239; H 0.222; H 0.303; H 0.850; C -1.245; O -0.799; H 0.569; H 0.815; H -0.113; H 0.456; C -0.131; O -0.632; H 0.320; H 0.121; H -0.138; H 0.382

---

*Q*
Here is a cluster of 14 separate species, C14H56O14 in total from the OMol25 dataset. Energies are from ωB97M-V/def2-TZVPD.

```
! wB97M-V def2-TZVPD RIJCOSX def2/J DEFGRID3
* xyz 0 1
C -3.69234 0.77980 -2.23308
O -3.11554 -0.07215 -1.24164
H -4.55372 1.32010 -1.81994
H -2.97479 1.50924 -2.61252
H -4.09688 0.17488 -3.04881
H -3.54313 0.08452 -0.37940
C -2.32483 3.49834 -0.12654
O -2.26263 2.77502 1.10407
H -3.27328 3.29429 -0.61968
H -2.28523 4.56001 0.10659
H -1.46709 3.23079 -0.74379
H -2.81208 1.98582 1.02999
C 4.36427 -2.44828 0.57001
O 4.03241 -1.54528 -0.46775
H 5.11271 -1.99407 1.21229
H 3.46947 -2.71593 1.14108
H 4.77361 -3.39224 0.17917
H 3.16661 -1.77603 -0.83914
C 3.26863 1.99566 -1.22367
O 4.68558 2.07180 -1.18048
H 2.85911 1.24140 -1.90890
H 2.84359 1.78519 -0.23317
H 2.88685 2.96113 -1.54843
H 5.04155 1.25761 -0.81376
C 0.15024 0.11479 -0.26607
O -0.36620 0.45820 -1.54812
H -0.17517 0.81674 0.51279
H -0.18328 -0.87041 0.08412
H 1.23441 0.12919 -0.33594
H -1.29535 0.15730 -1.54125
C 0.73368 -3.31626 2.81735
O 1.04695 -2.59259 3.99756
H 1.65442 -3.77882 2.44672
H 0.04645 -4.12476 3.07020
H 0.28695 -2.68776 2.04286
H 1.51049 -1.79277 3.68301
C -1.36287 -1.21775 -4.60702
O -1.75710 -1.97961 -5.72425
H -1.26886 -1.79508 -3.69296
H -0.38769 -0.74776 -4.77474
H -2.07247 -0.40661 -4.40285
H -1.84776 -1.38059 -6.46742
C 2.18206 -3.55474 -2.20912
O 1.48478 -2.53543 -1.54560
H 2.63568 -4.29188 -1.53335
H 1.58708 -4.10158 -2.94559
H 3.02339 -3.11374 -2.74745
H 0.65999 -2.92796 -1.19535
C 0.68739 4.18790 2.52706
O 0.56533 3.01830 1.72622
H 0.82175 5.05982 1.87942
H -0.22693 4.30488 3.11435
H 1.56338 4.10336 3.16103
H -0.34046 2.90121 1.41973
C -0.79399 1.17513 4.17781
O -1.38848 0.93737 5.45129
H 0.20619 1.59591 4.30104
H -0.73111 0.23412 3.63974
H -1.38282 1.89353 3.59708
H -1.24420 1.73157 5.97192
C -3.56213 -0.51955 1.97777
O -4.32955 0.49627 1.33889
H -3.98983 -0.79185 2.94939
H -3.56998 -1.46105 1.41260
H -2.53645 -0.20361 2.13457
H -5.17174 0.16716 1.01342
C -0.35416 2.83997 -4.03821
O 0.78452 2.32865 -3.38510
H -0.09615 3.78339 -4.51834
H -0.71132 2.16186 -4.82141
H -1.15021 3.03820 -3.31307
H 0.46904 1.68058 -2.72612
C 3.16758 0.58347 2.85588
O 3.00985 -0.59167 3.66103
H 2.90773 1.45944 3.44905
H 4.21808 0.68383 2.56269
H 2.57377 0.48618 1.95751
H 3.67687 -0.56709 4.34998
C -1.95627 -3.46658 -1.14356
O -0.82659 -3.73399 -0.30656
H -1.72494 -2.67853 -1.85520
H -2.24237 -4.32792 -1.76242
H -2.82251 -3.18857 -0.53691
H -1.12197 -4.36341 0.35739
*
```

Values from the calculation:
* HOMO-LUMO gap: 9.44 eV
* HOMO level: -9.461 eV

Partial charges, Mulliken, in e: C -0.651; O -0.380; H 0.371; H 0.172; H 0.234; H 0.266; C -0.629; O -0.558; H 0.320; H 0.352; H 0.116; H 0.259; C -0.403; O -0.447; H 0.288; H -0.009; H 0.275; H 0.286; C -0.060; O -0.589; H 0.144; H -0.051; H 0.270; H 0.302; C 0.307; O 0.620; H 0.129; H -0.039; H -0.377; H -0.274; C -0.096; O -0.557; H 0.214; H 0.347; H -0.213; H 0.298; C 0.133; O -0.567; H -0.138; H 0.224; H 0.080; H 0.311; C -0.916; O -0.069; H 0.306; H 0.366; H 0.300; H 0.059; C -0.850; O -0.106; H 0.242; H 0.330; H 0.253; H 0.141; C 0.055; O -0.561; H 0.143; H -0.048; H 0.098; H 0.300; C -0.317; O -0.604; H 0.363; H 0.185; H 0.066; H 0.284; C -0.509; O -0.518; H 0.311; H 0.205; H 0.077; H 0.289; C -0.257; O -0.506; H 0.337; H 0.348; H -0.144; H 0.219; C -0.386; O -0.550; H -0.054; H 0.334; H 0.224; H 0.280

---

Of them, the most stable is *Q* and the least stable is *P*.

---

*P*
Here is a cluster of 2 separate species, C2H4BrFO in total from the OMol25 dataset. Energies are from ωB97M-V/def2-TZVPD.

```
! wB97M-V def2-TZVPD RIJCOSX def2/J DEFGRID3
* xyz 0 1
C 0.55084 -0.67746 0.39969
C -2.20865 0.99810 0.20069
O -2.13934 1.84629 -0.73430
F -2.45240 1.48845 1.45272
Br -3.21749 -0.59677 -0.04306
H 1.01735 0.28214 0.45917
H 0.35415 -1.29702 1.25687
H 0.55361 -1.02889 -0.56554
H -1.60419 2.63164 -0.58474
*
```

Values from the calculation:
* HOMO-LUMO gap (spin up / spin down): 9.03 / 8.13 eV
* HOMO level (spin up / spin down): -8.758 / -7.853 eV

Partial charges, Mulliken, in e: C -0.979; C 0.375; O -0.397; F -0.224; Br -0.118; H 0.306; H 0.326; H 0.348; H 0.362

---

*Q*
Here is a cluster of 2 separate species, C2H4BrFO in total from the OMol25 dataset. Energies are from ωB97M-V/def2-TZVPD.

```
! wB97M-V def2-TZVPD RIJCOSX def2/J DEFGRID3
* xyz 0 1
C 0.99555 0.31496 0.58339
C 0.55967 0.06092 -0.63050
O -0.54249 -0.68514 -0.93549
F 1.33485 0.45212 -1.67117
Br -2.75100 0.59204 1.10503
H 1.78645 0.88814 0.81410
H -1.71560 -0.16873 0.59461
H 0.58673 0.07495 1.45137
H -0.25414 -1.52927 -1.31133
*
```

Values from the calculation:
* structure (SMILES): C=C(O)F.Br
* HOMO-LUMO gap: 10.55 eV
* HOMO level: -10.087 eV

Partial charges, Mulliken, in e: C -0.892; C 0.653; O -0.464; F -0.222; Br -0.217; H 0.296; H 0.159; H 0.357; H 0.329

---

Of them, the most stable is *Q* and the least stable is *P*.

---

*P*
Here is a cluster of 14 separate species, C6H39NO13 in total from the OMol25 dataset. Energies are from ωB97M-V/def2-TZVPD.

```
! wB97M-V def2-TZVPD RIJCOSX def2/J DEFGRID3
* xyz 0 1
C 0.71195 -1.14068 0.52063
C 1.41014 0.19374 0.46827
C 1.03701 1.22055 1.54100
C 2.06243 2.87047 2.96540
C 2.18530 1.65582 2.43515
C 3.45988 0.89271 2.67421
N 0.47288 -1.72722 1.85748
H -0.34248 -1.12127 0.20026
H 1.06842 -1.93044 -0.13003
H 2.49122 -0.01632 0.38257
H 1.49463 0.63553 -0.53315
H 0.37463 0.66013 2.19792
H 0.43636 2.03181 1.14731
H 1.26383 3.60253 2.90485
H 2.77372 3.30718 3.67058
H 4.17784 1.13371 1.89926
H 3.25157 -0.18328 2.60516
H 3.78026 0.99620 3.69970
H 1.15508 -1.43038 2.54342
H 0.22936 -2.69618 1.93114
H -1.44466 -2.25471 3.34610
H -2.12445 -1.89935 4.72675
O -1.39020 -1.72188 4.13984
H -2.30827 0.39702 3.49076
H -1.36935 0.02459 2.32626
O -2.01910 0.67457 2.61966
H 0.92223 -3.05111 -1.80580
H 0.03077 -3.99649 -2.40904
O -0.02551 -3.28936 -1.74892
H -3.44864 -0.39813 -4.06520
H -2.31776 0.62158 -3.51383
O -3.14863 0.50509 -3.98201
H 4.13070 -1.30170 -2.07397
H 3.41158 -0.64390 -1.03335
O 4.25276 -1.11469 -1.13594
H -3.79774 2.17978 -1.15625
H -3.61259 1.66854 -2.57304
O -3.69402 2.49632 -2.06969
H -2.39446 -2.75031 1.00937
H -1.20511 -3.40827 0.13259
O -1.66237 -3.36166 0.97584
H 0.91458 3.44576 -3.39848
H 2.34708 3.27954 -2.81940
O 1.72487 2.93744 -3.46276
H -3.11585 -1.33273 -2.04675
H -1.86622 -1.79718 -1.20674
O -2.82238 -1.68530 -1.20667
H 3.03366 -2.95579 -0.39989
H 2.19626 -4.27558 0.14174
O 2.35454 -3.61979 -0.53502
H -0.00436 -0.32210 -3.33490
H 0.14911 1.13879 -2.77930
O -0.08364 0.23078 -2.55369
H 1.02528 5.24460 -0.85231
H 0.13216 4.03589 -0.58414
O 0.61716 4.48350 -1.27540
H -2.91546 1.16441 1.09214
H -2.99432 0.10021 0.10605
O -3.34507 0.98743 0.27229
*
```

Values from the calculation:
* HOMO-LUMO gap: 8.72 eV
* HOMO level: -8.882 eV

Partial charges, Mulliken, in e: C 1.204; C -0.171; C -0.139; C -1.225; C 0.872; C -1.372; N -0.339; H -0.314; H -0.853; H 0.014; H 0.367; H -0.069; H 0.160; H 0.292; H 0.296; H 0.286; H 0.266; H 0.451; H 0.076; H 0.358; H 0.303; H 0.283; O -0.637; H 0.250; H 0.329; O -0.645; H 0.251; H 0.275; O -0.549; H 0.277; H 0.362; O -0.677; H 0.324; H 0.397; O -0.656; H 0.407; H 0.351; O -0.654; H 0.341; H 0.253; O -0.650; H 0.313; H 0.297; O -0.635; H 0.156; H 0.370; O -0.625; H 0.340; H 0.262; O -0.625; H 0.296; H 0.248; O -0.535; H 0.292; H 0.317; O -0.582; H 0.385; H 0.280; O -0.647

---

*Q*
Here is a cluster of 13 separate species, C6H39NO13 in total from the OMol25 dataset. Energies are from ωB97M-V/def2-TZVPD.

```
! wB97M-V def2-TZVPD RIJCOSX def2/J DEFGRID3
* xyz 0 1
C 1.15213 1.34511 -2.99789
C 1.48908 0.18098 -2.00464
N 0.33187 0.01799 -1.06099
C -0.99779 -0.16482 -1.69888
C 1.60950 -2.24767 -0.36297
C 0.56894 -1.08415 -0.10977
C 0.91327 -0.27823 1.18150
O 0.94507 -0.96489 2.42678
H 1.46377 1.11855 -3.99292
H 1.80080 2.19650 -2.68073
H 0.11702 1.74353 -3.01849
H 2.39772 0.52403 -1.53991
H 1.58201 -0.74341 -2.56603
H -1.18891 0.33377 -2.68187
H -1.22823 -1.23707 -1.90524
H -1.69863 0.31810 -0.96089
H 1.15024 -2.99543 -0.96848
H 1.86375 -2.52118 0.63070
H 2.55160 -1.82826 -0.78788
H -0.27544 -1.74454 0.01635
H 1.90636 0.12753 1.01968
H 0.11726 0.48700 1.32975
H 1.74968 -1.52413 2.46929
H 5.48565 -0.25842 -0.71737
H 4.43447 -0.47687 -1.82699
O 5.27809 -0.10328 -1.63583
H -2.59264 1.00419 3.05112
H -2.53907 -0.51673 3.13193
O -3.21686 0.23044 3.16580
H 0.37444 1.95659 -0.40367
H 0.53776 3.45128 -0.79154
O 0.40883 2.85236 -0.06899
H -3.28317 -2.83225 -0.52243
H -3.75213 -1.77822 0.56105
O -3.07883 -2.55348 0.36006
H 2.75636 1.91682 1.37515
H 4.17688 2.00049 0.86904
O 3.28889 1.70474 0.59255
H -2.88988 2.21822 -0.39881
H -3.61155 1.89211 0.97160
O -2.92730 2.42318 0.57467
H -1.61318 2.48857 1.83006
H -1.71872 2.81684 3.26602
O -1.39872 2.13151 2.71546
H -4.17840 -0.05714 2.03496
H -5.04910 -1.14508 1.42852
O -4.44983 -0.47527 1.08054
H 1.38336 3.19554 1.59616
H 1.11631 2.43045 2.84372
O 1.83040 2.89321 2.46328
H 0.61311 -3.94776 -3.28293
H 0.76023 -2.57151 -3.59966
O 1.37874 -3.30862 -3.32149
H -1.88813 -2.39579 1.99460
H -0.70109 -1.59181 2.77902
O -1.61828 -1.86769 2.77687
H -0.62555 -2.09099 -4.61290
H 0.22571 -1.11515 -5.31973
O -0.38103 -1.15044 -4.53968
*
```

Values from the calculation:
* HOMO-LUMO gap: 8.75 eV
* HOMO level: -8.910 eV

Partial charges, Mulliken, in e: C -1.639; C 0.290; N 0.967; C -0.691; C -1.462; C 0.397; C -0.173; O -0.661; H 0.365; H 0.403; H 0.354; H -0.261; H 0.389; H 0.388; H 0.156; H -0.229; H 0.238; H 0.627; H 0.181; H 0.106; H 0.279; H -0.155; H 0.353; H 0.311; H 0.313; O -0.647; H 0.420; H 0.608; O -0.822; H 0.267; H 0.237; O -0.622; H 0.263; H 0.399; O -0.708; H 0.361; H 0.252; O -0.548; H 0.284; H 0.277; O -0.680; H 0.369; H 0.321; O -0.717; H 0.429; H 0.342; O -0.786; H 0.392; H 0.307; O -0.758; H 0.377; H 0.187; O -0.580; H 0.291; H 0.391; O -0.766; H 0.291; H 0.316; O -0.595

---

Of them, the most stable is *Q* and the least stable is *P*.